Run A
Computed, not measured: the ion C6H10O with charge +1, with ωB97M-V with the def2-TZVPD basis set.

Structure (ORCA input):
```
! wB97M-V def2-TZVPD RIJCOSX def2/J DEFGRID3
* xyz 1 2
C 1.488 -0.320 1.949
C 0.490 -0.778 0.947
C -0.314 -1.913 1.122
C -1.114 1.031 -2.008
O 0.031 1.713 -2.449
C -0.979 0.325 -0.702
C 0.244 0.092 -0.186
H 2.463 -0.302 1.457
H 1.433 -0.916 2.852
H 1.332 0.741 2.153
H -0.570 -2.210 2.131
H -0.621 -2.477 0.256
H -1.998 1.666 -2.048
H -1.287 0.260 -2.761
H 0.174 2.458 -1.852
H -1.928 0.186 -0.189
H 1.155 0.444 -0.673
*
```

lowest unoccupied orbital energy (spin up / spin down)	-5.210 / -7.918	eV
HOMO-LUMO gap (spin up / spin down)	9.37 / 6.64	eV
⟨S²⟩	0.77

From a natural (NBO) analysis of the wavefunction, the atomic charges in e read:
1. C -0.681
2. C 0.211
3. C -0.103
4. C -0.140
5. O -0.681
6. C -0.001
7. C -0.309
8. H 0.284
9. H 0.253
10. H 0.274
11. H 0.229
12. H 0.233
13. H 0.208
14. H 0.241
15. H 0.474
16. H 0.234
17. H 0.274


Run B
Computed, not measured: a cluster of 2 separate species, C6H10O in total, with ωB97M-V with the def2-TZVPD basis set.

Structure (ORCA input):
```
! wB97M-V def2-TZVPD RIJCOSX def2/J DEFGRID3
* xyz 1 2
C 1.443 -0.150 2.400
C 2.448 -0.518 1.563
C -0.226 0.305 0.668
C 0.125 0.120 2.005
C -1.963 1.020 -0.845
C -1.576 0.321 0.241
H 1.701 -0.023 3.442
H 3.340 -1.005 1.934
H 2.350 -0.550 0.490
H 0.470 0.473 -0.138
H -0.669 0.316 2.714
H -1.290 1.528 -1.525
H -2.999 1.060 -1.153
H -2.343 -0.094 0.877
H -0.373 -0.731 -4.989
H 0.067 -0.838 -3.507
O -0.506 -1.233 -4.179
*
```

lowest unoccupied orbital energy (spin up / spin down)	-5.711 / -7.529	eV
HOMO-LUMO gap (spin up / spin down)	8.27 / 6.72	eV
⟨S²⟩	0.81

From a natural (NBO) analysis of the wavefunction, the atomic charges in e read:
1. C -0.222
2. C -0.121
3. C -0.027
4. C -0.086
5. C -0.120
6. C -0.264
7. H 0.250
8. H 0.234
9. H 0.197
10. H 0.224
11. H 0.251
12. H 0.209
13. H 0.230
14. H 0.243
15. H 0.479
16. H 0.456
17. O -0.935


Run C
Computed, not measured: the ion C6H10O with charge +1, with ωB97M-V with the def2-TZVPD basis set.

Structure (ORCA input):
```
! wB97M-V def2-TZVPD RIJCOSX def2/J DEFGRID3
* xyz 1 2
O -1.049 1.740 -2.512
C -0.284 0.953 -2.063
C -0.724 -0.328 -1.393
C -0.932 -0.132 0.116
C 0.400 -0.197 0.834
C 0.562 -0.798 2.012
C 1.843 -0.987 2.713
H 0.821 1.082 -2.109
H -1.707 -0.505 -1.853
H -0.152 -1.211 -1.666
H -1.403 0.830 0.323
H -1.539 -0.956 0.483
H 1.265 0.309 0.405
H -0.317 -1.350 2.337
H 1.751 -0.650 3.749
H 2.561 -0.206 2.388
H 2.364 -1.925 2.543
*
```

lowest unoccupied orbital energy (spin up / spin down)	-4.826 / -9.251	eV
HOMO-LUMO gap (spin up / spin down)	8.81 / 4.37	eV
⟨S²⟩	0.75

From a natural (NBO) analysis of the wavefunction, the atomic charges in e read:
1. O -0.450
2. C 0.427
3. C -0.521
4. C -0.482
5. C 0.144
6. C 0.141
7. C -0.729
8. H 0.106
9. H 0.269
10. H 0.240
11. H 0.305
12. H 0.251
13. H 0.221
14. H 0.220
15. H 0.296
16. H 0.249
17. H 0.314


Q: Which of them is the most stable? A: run B.


Run A
Computed, not measured: a cluster of 2 separate species, CFNOS in total, with ωB97M-V with the def2-TZVPD basis set.

Structure (ORCA input):
```
! wB97M-V def2-TZVPD RIJCOSX def2/J DEFGRID3
* xyz 0 1
C 1.264 0.643 -0.259
N 2.235 1.244 -0.341
O -2.298 -0.625 -0.628
F -1.411 -1.116 1.633
S -1.179 -1.237 -0.003
*
```

lowest unoccupied orbital energy (spin up / spin down)	-2.760 / -4.111	eV
HOMO-LUMO gap (spin up / spin down)	9.65 / 6.32	eV

From a natural (NBO) analysis of the wavefunction, the atomic charges in e read:
1. C 0.182
2. N -0.466
3. O -0.732
4. F -0.487
5. S 1.502


Run B
Computed, not measured: a cluster of 2 separate species, CFNOS in total, with ωB97M-V with the def2-TZVPD basis set.

Structure (ORCA input):
```
! wB97M-V def2-TZVPD RIJCOSX def2/J DEFGRID3
* xyz 0 1
C 0.534 -1.355 -0.374
N 0.301 -2.471 -0.327
O 0.303 1.365 1.324
F -1.353 1.307 -0.549
S 0.215 1.154 -0.073
*
```

lowest unoccupied orbital energy (spin up / spin down)	-3.045 / -3.042	eV
HOMO-LUMO gap (spin up / spin down)	8.30 / 8.31	eV

From a natural (NBO) analysis of the wavefunction, the atomic charges in e read:
1. C -0.027
2. N -0.442
3. O -0.750
4. F -0.475
5. S 1.694


Q: Which of them is the most stable? A: run B.


Run A
Computed, not measured: a structure of composition C6H15B, with ωB97M-V with the def2-TZVPD basis set.

Structure (ORCA input):
```
! wB97M-V def2-TZVPD RIJCOSX def2/J DEFGRID3
* xyz 0 1
B -0.665 -0.162 -1.477
C -0.174 -2.429 1.571
C 1.468 2.988 0.073
C -1.028 -1.557 -0.908
C 0.156 0.683 -0.439
C -1.297 -1.599 0.977
C 0.943 1.926 -1.028
H -0.867 0.280 -2.518
H -0.348 -2.614 2.699
H 0.804 -2.023 1.646
H -0.117 -3.333 0.999
H 1.788 3.844 -0.404
H 2.059 2.601 0.890
H 0.543 3.242 0.502
H -0.104 -2.144 -0.998
H -1.939 -2.081 -1.183
H 0.994 0.085 0.094
H -0.610 0.941 0.371
H -2.286 -2.005 1.143
H -1.427 -0.610 1.282
H 0.269 2.377 -1.697
H 1.836 1.590 -1.595
*
```

lowest unoccupied orbital energy	0.763	eV
HOMO-LUMO gap	10.40	eV

From a natural (NBO) analysis of the wavefunction, the atomic charges in e read:
1. B 0.653
2. C -0.632
3. C -0.610
4. C -0.762
5. C -0.777
6. C -0.340
7. C -0.371
8. H -0.082
9. H 0.204
10. H 0.210
11. H 0.208
12. H 0.205
13. H 0.205
14. H 0.195
15. H 0.242
16. H 0.223
17. H 0.230
18. H 0.237
19. H 0.194
20. H 0.186
21. H 0.190
22. H 0.189


Run B
Computed, not measured: an isolated molecule of C6H15B, with ωB97M-V with the def2-TZVPD basis set.

Structure (ORCA input):
```
! wB97M-V def2-TZVPD RIJCOSX def2/J DEFGRID3
* xyz 0 1
B 0.216 -0.630 -0.376
C -0.730 -0.061 1.975
C -1.824 -1.656 0.503
C 2.335 0.606 -1.253
C 0.024 1.635 -1.300
C -0.538 -1.096 0.878
C 1.017 0.767 -0.445
H 0.118 -1.124 -1.435
H -1.458 0.665 1.801
H 0.199 0.356 2.298
H -1.025 -0.651 2.854
H -2.648 -0.883 0.122
H -1.650 -2.490 -0.260
H -2.313 -2.131 1.327
H 2.243 -0.151 -1.966
H 3.048 0.208 -0.589
H 2.576 1.579 -1.616
H -0.092 1.311 -2.420
H -0.941 1.635 -0.796
H 0.328 2.650 -1.151
H -0.058 -1.909 1.436
H 1.173 1.371 0.413
*
```

lowest unoccupied orbital energy	0.806	eV
HOMO-LUMO gap	10.63	eV
SMILES string	CC(C)BC(C)C

From a natural (NBO) analysis of the wavefunction, the atomic charges in e read:
1. B 0.741
2. C -0.584
3. C -0.574
4. C -0.593
5. C -0.605
6. C -0.648
7. C -0.552
8. H -0.097
9. H 0.201
10. H 0.207
11. H 0.198
12. H 0.195
13. H 0.211
14. H 0.202
15. H 0.204
16. H 0.201
17. H 0.203
18. H 0.215
19. H 0.202
20. H 0.214
21. H 0.251
22. H 0.207


Run C
Computed, not measured: an isolated molecule of C6H15B, with ωB97M-V with the def2-TZVPD basis set.

Structure (ORCA input):
```
! wB97M-V def2-TZVPD RIJCOSX def2/J DEFGRID3
* xyz 0 1
B 1.195 1.291 0.569
C 0.975 1.239 2.181
C 1.419 -1.617 -0.416
C -2.388 -0.310 -0.713
C 0.651 -0.635 -1.304
C -1.234 0.035 0.259
C 0.003 0.583 -0.423
H -0.279 1.449 -1.215
H -0.086 0.791 2.407
H 1.100 2.286 2.627
H 1.766 0.660 2.747
H 1.917 -2.292 -1.057
H 0.693 -2.318 0.147
H 2.164 -1.070 0.335
H -3.240 0.333 -0.559
H -2.129 -0.326 -1.787
H -2.672 -1.327 -0.311
H -0.225 -1.061 -1.900
H 1.474 -0.181 -1.868
H -1.026 -0.877 0.710
H -1.540 0.715 1.109
H 2.059 2.005 0.130
*
```

lowest unoccupied orbital energy	0.717	eV
HOMO-LUMO gap	10.64	eV
SMILES string	CBC(CC)CC

From a natural (NBO) analysis of the wavefunction, the atomic charges in e read:
1. B 0.702
2. C -1.038
3. C -0.609
4. C -0.616
5. C -0.400
6. C -0.413
7. C -0.534
8. H 0.221
9. H 0.225
10. H 0.248
11. H 0.255
12. H 0.212
13. H 0.200
14. H 0.202
15. H 0.212
16. H 0.207
17. H 0.206
18. H 0.213
19. H 0.205
20. H 0.194
21. H 0.201
22. H -0.094


Q: Which of them is the most stable? A: run B.


Run A
Computed, not measured: an isolated molecule of C3H8S, with ωB97M-V with the def2-TZVPD basis set.

Structure (ORCA input):
```
! wB97M-V def2-TZVPD RIJCOSX def2/J DEFGRID3
* xyz 0 1
C 1.166 -0.337 0.019
C 0.011 -0.011 -0.829
C -1.322 0.214 0.073
H 1.791 -1.132 -0.525
H 0.974 -1.026 0.876
H 1.603 0.587 0.571
H 0.242 0.867 -1.245
H -0.247 -0.898 -1.498
H -2.267 0.332 -0.502
H -1.551 -0.834 0.414
H 0.497 0.685 1.401
S -0.896 1.553 1.244
*
```

lowest unoccupied orbital energy	0.893	eV
HOMO-LUMO gap	9.60	eV
SMILES string	CCCS

From a natural (NBO) analysis of the wavefunction, the atomic charges in e read:
1. C -0.657
2. C -0.411
3. C -0.540
4. H 0.252
5. H 0.216
6. H 0.224
7. H 0.207
8. H 0.209
9. H 0.227
10. H 0.200
11. H 0.168
12. S -0.093


Run B
Computed, not measured: a cluster of 2 separate species, C3H8S in total, with ωB97M-V with the def2-TZVPD basis set.

Structure (ORCA input):
```
! wB97M-V def2-TZVPD RIJCOSX def2/J DEFGRID3
* xyz 0 1
C 1.035 0.561 -0.709
C -0.363 -0.199 -0.700
C -0.714 -0.927 0.595
S -0.346 1.507 2.412
H 1.669 0.407 -1.518
H 1.713 0.329 0.214
H 0.950 1.632 -0.644
H -1.060 0.740 -0.785
H -0.558 -0.759 -1.638
H -1.738 -1.207 0.629
H -0.098 -1.798 0.699
H -0.490 -0.285 1.446
*
```

lowest unoccupied orbital energy	-3.157	eV
HOMO-LUMO gap	6.49	eV

From a natural (NBO) analysis of the wavefunction, the atomic charges in e read:
1. C -0.619
2. C -0.420
3. C -0.502
4. S -0.118
5. H 0.210
6. H 0.205
7. H 0.217
8. H 0.207
9. H 0.221
10. H 0.224
11. H 0.218
12. H 0.157


Run C
Computed, not measured: a cluster of 2 separate species, C3H8S in total, with ωB97M-V with the def2-TZVPD basis set.

Structure (ORCA input):
```
! wB97M-V def2-TZVPD RIJCOSX def2/J DEFGRID3
* xyz 0 1
S 1.784 0.791 -0.802
H 1.649 1.859 -1.575
H 2.897 0.570 -1.556
C -0.608 -0.260 1.569
C -1.812 -0.636 0.770
C -1.797 -1.033 -0.504
H 0.192 -0.992 1.422
H -0.156 0.692 1.293
H -0.787 -0.233 2.643
H -2.787 -0.746 1.223
H -2.715 -1.352 -0.976
H -0.863 -1.086 -1.050
*
```

lowest unoccupied orbital energy	0.789	eV
HOMO-LUMO gap	10.23	eV
SMILES string	C=CC.S

From a natural (NBO) analysis of the wavefunction, the atomic charges in e read:
1. S -0.289
2. H 0.141
3. H 0.149
4. C -0.661
5. C -0.181
6. C -0.399
7. H 0.219
8. H 0.222
9. H 0.217
10. H 0.194
11. H 0.196
12. H 0.192


Q: Which of them is the most stable? A: run C.